1.
118
Properties=species:S:1:pos:R:3:forces:R:3:mulliken_charge:R:1 method="wB97M-V/def2-TZVPD" e_tot_ev=-143819.5266 total_charge=+1 gap_ev=6.570
Ca -2.44513 1.25148 0.31560 1.02 -2.33 1.36 2.1315
C -1.41843 -1.63702 5.66370 -0.03 -0.03 0.04 -1.8327
C -0.44453 -1.70742 4.54510 0.38 -0.31 0.08 0.2398
C 0.47807 -2.70562 4.43850 -0.24 0.46 -0.15 -0.7780
C 1.37227 -2.71452 3.33600 -0.17 0.29 0.04 -0.1961
N 1.34637 -1.74922 2.46770 0.53 -0.26 -0.35 0.0590
N 0.46187 -0.75322 2.56130 -0.64 -0.24 0.90 0.4140
B 0.66037 0.22548 1.43070 -0.11 -0.38 0.21 -0.5616
N 2.02057 0.99108 1.43010 -0.28 1.52 0.06 0.4969
N 3.28797 0.69678 1.37790 0.51 -0.65 -0.05 -0.6152
C 4.14317 1.69498 1.33850 -0.21 0.16 0.05 0.1821
C 3.70977 3.04558 1.35280 -0.58 -0.20 0.03 -0.4098
C 2.37117 3.35968 1.40930 0.33 -0.39 -0.17 -0.1204
C 1.81567 4.73568 1.42810 -0.08 0.06 0.03 -1.6721
C 1.52437 2.23678 1.43310 0.81 -0.15 -0.23 0.7467
S -0.15963 1.96698 1.65790 0.39 0.51 0.40 -0.4193
C 5.61567 1.35998 1.32930 0.19 -0.17 0.02 2.1722
C 6.22987 1.90648 2.62520 -0.07 -0.05 -0.14 -1.8385
C 5.81427 -0.15402 1.28780 -0.03 0.18 0.03 -1.5684
C 6.28837 2.00588 0.11230 -0.13 -0.07 0.14 -1.4784
N 0.51327 -0.50962 0.09250 -0.66 -0.96 -0.46 0.8838
N 1.49517 -0.28492 -0.76940 0.58 0.40 -0.24 -0.5352
C 1.69417 -1.06442 -1.78690 -0.15 -0.18 0.09 0.1222
C 0.93217 -2.25342 -1.94060 -0.22 0.12 0.50 -0.9531
C -0.12423 -2.47352 -1.10760 0.58 0.02 -0.18 0.8876
C -0.95973 -3.70472 -1.18030 -0.08 0.02 -0.08 -1.8296
C -0.42813 -1.47232 -0.12520 0.44 0.00 0.00 0.5355
S -1.90263 -1.45942 0.67180 -0.23 -0.42 0.40 -0.0516
C 2.78447 -0.66782 -2.75340 0.12 0.18 -0.06 2.1822
C 2.13377 -0.36162 -4.10900 0.14 -0.03 0.21 -2.0479
C 3.79377 -1.81532 -2.88830 -0.19 0.19 0.03 -1.8816
C 3.49297 0.58398 -2.23320 -0.07 -0.19 -0.14 -1.7502
C -0.50783 -0.70062 3.52240 0.15 0.25 -0.32 1.0032
S -1.73583 0.43508 3.50500 -0.69 0.01 0.21 -0.2381
C 2.40177 -3.79402 3.06800 0.26 -0.15 -0.17 2.5383
C 3.76287 -3.11642 2.86860 -0.16 -0.08 0.00 -1.6188
C 2.00627 -4.51622 1.77170 0.02 0.09 0.15 -1.5646
C 2.49627 -4.81592 4.20050 -0.08 0.18 -0.13 -2.3578
H -1.14813 -2.32132 6.46220 0.00 -0.09 0.05 0.4171
H -2.41003 -1.88322 5.28570 -0.12 0.02 0.08 0.3307
H -1.46663 -0.61842 6.04300 -0.07 0.01 0.09 0.3918
H 0.52097 -3.48002 5.18550 0.00 -0.12 0.10 0.5969
H 4.43657 3.84168 1.32510 0.13 0.08 -0.02 0.5203
H 2.57017 5.46598 1.14460 -0.05 0.04 -0.01 0.4257
H 1.45227 4.97238 2.42770 -0.04 0.07 0.07 0.3371
H 0.96127 4.79668 0.75550 -0.04 0.12 -0.07 0.3624
H 5.70557 1.50418 3.48920 -0.01 -0.03 0.13 0.3891
H 6.18017 2.99138 2.66510 0.02 0.16 0.04 0.3531
H 7.27347 1.61018 2.68610 0.13 0.00 0.03 0.4869
H 5.36367 -0.61602 2.16060 -0.02 -0.14 0.08 0.2992
H 6.87547 -0.38552 1.27620 0.15 0.01 -0.01 0.5359
H 5.35307 -0.58462 0.40370 -0.05 -0.11 -0.11 0.0774
H 6.12757 3.08038 0.08610 0.05 0.15 -0.02 0.3833
H 5.90177 1.58228 -0.81070 -0.02 -0.04 -0.13 0.2041
H 7.35887 1.82628 0.15180 0.14 -0.01 -0.01 0.4774
H 1.18557 -2.97852 -2.69720 0.04 -0.06 -0.17 0.6275
H -0.87333 -4.17442 -2.15510 0.04 -0.10 -0.10 0.4479
H -2.00103 -3.47912 -0.96110 0.00 -0.05 -0.05 0.3809
H -0.61793 -4.41012 -0.42300 -0.02 -0.09 0.08 0.1874
H 1.63997 -1.23872 -4.51860 -0.09 -0.14 -0.10 0.3678
H 2.89597 -0.03982 -4.81280 0.08 0.03 -0.15 0.5740
H 1.39887 0.43498 -4.00870 -0.09 0.10 -0.03 0.3366
H 3.35237 -2.67672 -3.38130 -0.02 -0.17 -0.06 0.4314
H 4.15427 -2.12122 -1.90910 0.10 -0.06 0.11 0.3144
H 4.64247 -1.48832 -3.48200 0.11 0.01 -0.10 0.4437
H 2.78637 1.40178 -2.11760 -0.01 0.13 0.03 0.2401
H 4.27157 0.88858 -2.92820 0.09 -0.01 -0.11 0.6724
H 3.93737 0.37818 -1.26380 0.08 0.05 0.11 -0.0750
H 3.69057 -2.37352 2.07960 0.08 0.09 -0.07 0.0846
H 4.51347 -3.85452 2.59820 0.10 -0.11 -0.02 0.4831
H 4.07797 -2.62462 3.78630 0.09 0.10 0.10 0.4275
H 1.92837 -3.80392 0.95350 -0.01 0.07 -0.12 0.1188
H 1.04997 -5.02182 1.89300 -0.13 -0.07 -0.03 0.4172
H 2.75917 -5.25872 1.51950 0.07 -0.12 -0.04 0.4752
H 2.74807 -4.33902 5.14580 0.03 0.01 0.12 0.4693
H 3.28047 -5.53392 3.96760 0.03 -0.05 0.00 0.4172
H 1.56387 -5.36562 4.31710 -0.07 -0.08 0.07 0.4687
I -2.80243 6.28318 0.32620 -0.39 -0.02 0.03 0.0148
C -4.37743 4.91458 0.58410 0.92 -0.19 -0.18 -0.5814
C -5.68143 5.32668 0.80450 -0.62 -0.16 0.11 -0.2456
C -6.67573 4.39288 0.99200 -0.48 0.52 0.08 -0.2568
I -8.66103 5.07738 1.28330 0.46 -0.13 -0.07 0.0596
C -6.37963 3.01718 1.01630 0.43 -0.15 -0.11 0.6971
C -7.30813 1.98408 1.25660 0.11 -0.24 0.00 -0.7291
C -6.87853 0.68458 1.32200 -0.01 0.07 0.01 -1.1577
C -5.51773 0.39828 1.13500 -0.09 -0.02 0.09 -0.4983
N -4.63063 1.32588 0.85980 -1.14 -0.51 0.46 -0.2573
C -5.02813 2.61268 0.79490 -0.67 0.76 0.11 -0.0126
C -3.99793 3.57178 0.52100 -0.87 1.29 0.11 0.6584
O -2.80373 3.20568 0.25270 0.12 1.84 -0.17 -1.1150
H -5.91553 6.37998 0.82800 -0.02 0.07 -0.01 0.3847
H -8.35143 2.22788 1.40110 -0.02 0.01 0.02 0.2235
H -7.57073 -0.11912 1.51800 -0.05 -0.07 0.04 0.4605
H -5.14583 -0.61682 1.20810 -0.05 -0.09 -0.03 0.5383
O -1.52163 0.99358 -1.56640 0.87 0.70 -0.81 -1.0007
S -1.81423 -0.18872 -2.42050 -1.15 -0.48 -1.94 0.8211
C -1.81873 0.39558 -4.12870 0.37 -0.29 0.19 0.5120
C -2.22323 1.67068 -4.47690 -0.01 0.14 0.17 -0.3280
C -2.23013 2.03068 -5.81400 -0.03 0.09 0.14 -0.7778
C -1.81803 1.12868 -6.78070 0.06 -0.09 -0.10 -0.5695
C -1.39133 -0.13992 -6.42130 -0.06 0.02 -0.05 -0.7953
C -1.39643 -0.51132 -5.08790 0.01 -0.06 0.15 -0.2217
C -3.60343 -0.39732 -2.33350 0.10 -0.10 0.15 0.9010
C -4.12983 -1.67162 -2.46820 0.05 0.00 0.03 -0.5856
C -5.49823 -1.85412 -2.36060 0.05 0.02 -0.04 -0.9097
C -6.32843 -0.76532 -2.13670 0.04 0.08 -0.02 -0.8040
C -5.79473 0.51008 -2.02740 0.03 0.01 -0.13 -0.8968
C -4.42413 0.69898 -2.12010 0.05 -0.01 -0.08 -0.2169
H -2.51563 2.37568 -3.71170 -0.01 0.07 0.03 0.3472
H -2.55713 3.01908 -6.09940 0.00 0.08 -0.01 0.4551
H -1.82073 1.41848 -7.82020 0.00 0.03 -0.09 0.4073
H -1.05353 -0.83412 -7.17520 0.01 -0.07 -0.06 0.4596
H -1.07493 -1.49892 -4.78660 0.07 -0.10 -0.01 0.4882
H -3.47423 -2.50942 -2.65540 0.05 -0.12 0.05 0.4033
H -5.91193 -2.84642 -2.44830 -0.06 -0.09 -0.02 0.4873
H -7.39373 -0.91172 -2.04790 -0.11 0.00 0.00 0.4642
H -6.44213 1.36168 -1.87080 -0.02 0.04 0.06 0.5610
H -3.99923 1.69138 -2.03260 -0.02 0.10 0.01 0.4407

2.
24
Properties=species:S:1:pos:R:3:forces:R:3:lowdin_spin:R:1 method="wB97M-V/def2-TZVPD" e_tot_ev=-16476.3343 total_charge=-1 gap_ev="4.226 / 5.964" multiplicity=2
C 2.13879 -1.47739 -0.13481 2.29 -2.54 -1.43 0.0532
C 2.85373 -1.25606 1.17885 -2.49 -0.21 -0.01 0.0077
O 3.86434 -0.22272 0.95568 0.77 0.55 0.47 0.0637
Sr 3.33859 0.68501 -1.13841 -0.37 -0.03 -0.67 0.7932
H 1.24584 -1.59311 -0.76374 -1.00 1.43 1.82 0.0001
H 4.20707 0.14925 1.77291 0.01 -0.11 0.26 0.0049
H 2.42121 -2.51095 -0.40329 0.88 0.13 -0.22 -0.0008
H 3.38742 -2.14486 1.54801 -0.22 0.20 -0.38 0.0000
H 2.20068 -0.91008 1.99395 0.20 0.23 0.09 0.0003
O -5.46011 -0.29789 -1.67683 0.60 -0.06 0.18 0.0001
C -4.68074 0.06915 -0.77728 -2.10 0.32 -0.11 0.0000
O -4.94544 0.49658 0.36090 0.59 -0.07 0.28 0.0000
O -3.34724 0.03964 -1.16291 1.71 -0.18 -0.32 0.0004
C -2.36339 0.38083 -0.20461 -0.70 0.06 0.25 0.0010
C -0.99424 0.25511 -0.85785 0.66 -0.40 -0.48 0.0047
C 0.11887 0.57387 0.10376 -0.32 3.20 0.48 0.0307
C 0.78809 1.78823 0.04752 -1.23 -1.84 0.53 0.0214
H -2.43267 -0.28762 0.66859 0.01 0.18 -0.10 0.0001
H -2.52186 1.40951 0.15286 0.05 -0.20 0.02 0.0001
H -0.93061 0.91797 -1.73376 -0.05 -0.08 0.23 0.0014
H -0.86785 -0.77020 -1.23983 -0.15 0.16 0.13 0.0014
H 0.11221 0.06231 1.07308 0.54 -0.42 -0.63 0.0004
H 1.40732 2.09057 0.90030 -0.16 0.02 -0.33 0.0082
H 0.45999 2.55285 -0.66309 0.49 -0.34 -0.07 0.0078

3.
17
Properties=species:S:1:pos:R:3:forces:R:3:lowdin_spin:R:1 method="wB97M-V/def2-TZVPD" e_tot_ev=-9995.6023 total_charge=+1 gap_ev="6.464 / 9.068" multiplicity=3
C 2.14241 -0.31908 -0.04487 0.97 -1.16 0.33 0.1386
C -1.99810 0.50856 -0.13452 0.04 -0.11 -0.05 0.0083
C -1.35102 -0.78034 0.35413 -0.53 -0.13 -0.99 0.0984
C -0.09870 -1.15451 -0.39932 2.59 2.08 5.13 0.6882
N 3.06730 0.60387 -0.01914 0.43 0.89 -0.23 0.1250
N 0.91471 -0.14368 -0.45611 -2.43 -0.99 -0.34 0.0752
F 0.44364 -2.30281 0.03647 -0.33 0.37 -0.92 0.1382
H 2.40936 -1.31081 0.31123 -0.10 0.21 -0.01 0.0076
H -2.94860 0.64654 0.37133 -0.04 0.06 0.03 0.0001
H -1.38483 1.37984 0.08627 0.03 0.14 0.01 0.0006
H -2.19298 0.46427 -1.20253 -0.06 0.07 -0.11 0.0101
H -2.05225 -1.61062 0.25230 0.01 -0.03 0.01 0.0093
H -1.09782 -0.69475 1.41635 0.25 -0.19 0.00 0.0267
H -0.55169 -1.53844 -1.93537 -0.92 -1.04 -2.96 0.6667
H 3.98707 0.40054 0.34153 -0.06 -0.06 -0.08 0.0026
H 2.89855 1.54961 -0.33657 0.08 -0.09 0.06 0.0027
H 0.58863 0.75500 -0.80106 0.09 -0.02 0.12 0.0016

4.
47
Properties=species:S:1:pos:R:3:forces:R:3:mulliken_charge:R:1 method="wB97M-V/def2-TZVPD" e_tot_ev=-102792.8985 total_charge=0 smiles="CNC[C@](O)(Br)OC=O.CCOC(=O)OC.CCOC(=O)OC" gap_ev=10.112
C -1.37793 -1.67474 2.53057 0.15 -0.19 0.21 -0.6721
N -0.48797 -2.79777 2.91242 0.01 0.17 -0.51 -0.3669
C 0.82568 -2.73297 2.28280 -0.15 -0.16 0.07 -0.5742
C 1.81685 -1.81949 3.05615 -0.19 0.29 -0.38 0.3565
O 2.61043 -1.06568 2.20938 -0.14 -0.21 0.13 -0.5047
Br 3.00413 -2.98745 4.15898 0.00 -0.02 0.14 -0.1606
O 1.18497 -0.85893 3.84145 0.25 -0.13 0.07 -0.2135
C 0.73855 -1.16470 5.12126 0.45 0.27 0.88 0.1161
O 1.29781 -0.74291 6.08857 -0.49 -0.20 -0.86 -0.4371
H -2.15455 -2.00863 1.83666 0.03 0.11 0.06 0.3875
H -0.80264 -0.88183 2.05111 -0.07 -0.03 0.02 0.0223
H -1.85624 -1.25326 3.42051 -0.01 0.00 -0.14 0.2613
H -0.92301 -3.65120 2.58660 0.05 -0.05 0.29 0.3204
H 1.23952 -3.74235 2.24679 -0.01 0.14 -0.03 0.5006
H 0.77139 -2.35568 1.24968 0.07 0.13 0.12 0.2285
H 3.11625 -1.66115 1.64217 -0.02 0.01 0.02 0.3798
H -0.17787 -1.75907 5.13925 0.03 -0.09 -0.13 0.3502
C 0.91207 1.80127 0.50246 -0.05 0.08 -0.06 -0.5253
C 0.01296 2.18118 1.65754 0.17 -0.22 0.15 -0.0427
O -0.60815 3.46309 1.44836 0.00 0.05 -0.08 -0.3735
C -1.69229 3.45154 0.68385 0.01 0.08 0.16 0.7882
O -2.24091 2.47501 0.23703 -0.02 -0.08 -0.14 -0.5709
O -2.09401 4.70936 0.50812 -0.01 0.02 -0.01 -0.3644
C -3.26065 4.85314 -0.30593 -0.06 0.07 -0.02 -0.6522
H 1.65642 2.57936 0.33167 0.03 -0.02 0.03 0.3836
H 1.43110 0.87035 0.73322 0.01 0.01 0.03 0.1652
H 0.34702 1.66133 -0.41806 -0.03 -0.04 0.02 -0.0881
H 0.58966 2.29939 2.57235 -0.02 0.06 0.01 0.2659
H -0.76167 1.43532 1.83247 -0.02 0.04 -0.05 0.2541
H -4.07554 4.24119 0.07384 0.01 -0.04 -0.01 0.2947
H -3.04141 4.57389 -1.33538 -0.01 -0.04 0.01 0.2870
H -3.52778 5.90406 -0.25693 0.04 0.01 0.01 0.2380
C 1.90852 -1.71636 -5.75147 -0.06 0.12 0.00 -1.0971
C 1.87083 -2.07299 -4.28199 0.11 -0.19 -0.07 -0.1837
O 1.44746 -0.96215 -3.47419 0.01 -0.03 0.13 -0.3541
C 0.13219 -0.74637 -3.44957 0.09 0.31 -0.32 0.7351
O -0.70384 -1.40364 -4.01198 -0.09 -0.15 0.09 -0.5598
O -0.09214 0.35588 -2.73869 0.00 -0.05 0.13 -0.3231
C -1.46770 0.74962 -2.66244 -0.12 0.12 0.08 -0.5613
H 2.53535 -0.83897 -5.91312 0.03 -0.03 0.00 0.2928
H 2.32006 -2.54720 -6.32462 0.01 -0.02 0.01 0.3583
H 0.90878 -1.50216 -6.12623 -0.01 -0.03 0.02 0.3082
H 2.86735 -2.31110 -3.91507 0.00 0.04 0.03 0.2850
H 1.21800 -2.92456 -4.09372 -0.05 0.03 -0.01 0.3188
H -2.08510 -0.07122 -2.30557 0.00 -0.04 -0.04 0.3115
H -1.82157 1.07986 -3.63787 0.01 -0.08 -0.03 0.3425
H -1.51036 1.56969 -1.95241 0.04 -0.03 0.02 0.0734